(1)
92
Properties=species:S:1:pos:R:3:forces:R:3:mulliken_spin:R:1 method="wB97M-V/def2-TZVPD" total_charge=+2 molar_mass_g_mol=1016.47 orbital_gap_ha="0.267 / 0.223" spin_multiplicity=2 lumo_ev="-6.1 / -7.3" e_above_lowest_kcal_mol=46.51
Ti -0.8354 -0.9665 -0.0737 -2.0 0.6 0.8 0.20
C -3.8346 -0.0144 -0.8538 0.1 0.0 -0.1 0.01
C -3.2819 0.7004 0.3371 -0.4 0.2 0.0 0.00
C -4.0490 1.7182 0.8909 0.3 -0.1 0.3 0.00
C -3.5715 2.4321 1.9740 0.0 -0.3 -0.2 0.00
C -2.3438 2.0651 2.4959 0.2 -0.1 0.0 0.00
C -1.6236 1.0163 1.9323 0.5 0.0 0.9 0.00
N -2.0850 0.3545 0.8577 -1.0 1.1 0.1 0.02
Sb -0.1753 0.1872 3.3921 0.4 0.2 0.2 0.00
C 1.9778 0.5614 3.0121 -1.3 -0.1 0.3 0.00
C 2.7368 0.8912 4.1232 -0.1 0.0 0.0 0.00
C 4.1009 1.0546 3.9211 0.0 0.0 0.0 0.00
C 4.6107 0.9011 2.6451 -0.1 0.0 0.0 0.00
C 3.7499 0.6106 1.5883 0.3 0.0 0.4 0.00
C 4.2488 0.4993 0.1873 0.0 0.0 0.0 0.00
N 2.4480 0.4357 1.8008 0.3 -0.1 -0.7 0.00
C -0.5833 -1.8446 2.7360 0.3 0.5 0.6 0.00
C -0.1713 -2.8630 3.5858 0.0 0.1 -0.2 0.00
C -0.6763 -4.1384 3.3888 -0.1 0.2 0.0 0.00
C -1.7123 -4.2960 2.4841 0.0 0.4 -0.1 0.00
C -2.1369 -3.2124 1.7167 -0.1 -0.5 0.3 -0.01
C -3.3857 -3.3381 0.9082 0.1 0.2 -0.2 0.00
N -1.4934 -2.0243 1.7714 0.1 -0.6 0.0 0.01
H -4.0500 0.7171 -1.6342 0.0 -0.1 0.0 0.00
H -3.1507 -0.7665 -1.2579 -0.4 0.1 0.0 0.00
H -4.7878 -0.4794 -0.5970 0.1 -0.2 0.0 0.00
H -5.0180 1.9284 0.4706 -0.1 0.0 -0.1 0.00
H -4.1556 3.2249 2.4154 0.0 0.1 0.0 0.00
H -1.9486 2.5720 3.3658 0.0 0.0 0.0 0.00
H 2.2861 1.0204 5.0983 0.0 0.0 0.0 0.00
H 4.7506 1.3058 4.7451 0.1 0.0 0.1 0.00
H 5.6661 1.0049 2.4570 0.2 0.1 0.0 0.00
H 5.3335 0.5027 0.1736 0.1 0.0 -0.1 0.00
H 3.8770 -0.4099 -0.2809 0.1 0.0 0.0 0.00
H 3.8971 1.3479 -0.3977 0.0 0.1 -0.1 0.00
H 0.5539 -2.6588 4.3629 0.0 0.0 0.0 0.00
H -0.3209 -4.9739 3.9730 0.0 -0.1 0.1 0.00
H -2.2181 -5.2454 2.3896 -0.1 0.0 -0.1 0.00
H -4.2301 -3.3933 1.5948 -0.1 0.0 0.0 0.00
H -3.5214 -2.4863 0.2437 -0.1 -0.2 0.1 0.00
H -3.3798 -4.2541 0.3243 0.0 -0.1 -0.1 0.00
O 0.1714 -1.1583 -2.3152 0.2 0.3 0.2 0.01
S 1.3757 -0.7795 -1.5749 1.4 -0.8 -2.0 -0.02
O 2.3501 -1.8159 -1.4297 0.4 0.8 -0.1 0.01
O 0.8393 -0.3388 -0.2085 2.3 0.6 0.5 -0.01
C 1.9162 0.6914 -2.3831 -0.4 -0.1 0.4 0.00
C 3.1313 0.8519 -3.0167 0.2 -0.2 0.1 0.00
C 3.3847 2.0436 -3.6811 -0.1 -0.3 0.1 0.00
C 2.4075 3.0263 -3.7299 0.0 -0.1 0.0 0.00
C 1.1748 2.8289 -3.1289 -0.1 -0.3 0.2 0.00
C 0.9106 1.6458 -2.4396 0.0 -0.1 0.0 0.00
P -0.7019 1.3423 -1.5755 -0.5 1.9 -0.6 0.00
C -0.5202 2.7230 -0.3860 -0.2 -0.2 0.1 0.00
C 0.6683 2.7809 0.3450 0.1 0.0 -0.1 0.00
C 0.8834 3.8045 1.2509 0.0 0.0 0.1 0.00
C -0.0898 4.7752 1.4433 0.0 0.0 0.0 0.00
C -1.2925 4.6903 0.7614 0.0 0.0 0.1 0.00
C -1.5182 3.6581 -0.1344 0.1 -0.1 -0.2 0.00
C -1.8462 1.9189 -2.8788 -0.1 -0.5 0.3 0.00
C -2.1071 3.2483 -3.2049 0.0 -0.1 0.0 0.00
C -2.9850 3.5450 -4.2331 0.0 0.0 0.0 0.00
C -3.6105 2.5276 -4.9368 0.1 -0.1 0.0 0.00
C -3.3426 1.2028 -4.6272 0.0 0.0 0.0 0.00
C -2.4647 0.8992 -3.6027 0.2 0.0 0.0 0.00
H 3.8497 0.0490 -2.9844 0.2 0.0 0.0 0.00
H 4.3340 2.1865 -4.1718 0.1 0.0 -0.1 0.00
H 2.6021 3.9508 -4.2506 0.0 0.1 -0.1 0.00
H 0.4204 3.5932 -3.2183 -0.1 0.1 0.1 0.00
H 1.4319 2.0272 0.1933 0.0 0.1 0.1 0.00
H 1.8133 3.8524 1.8015 0.1 0.0 0.0 0.00
H 0.0902 5.5987 2.1164 0.0 0.1 0.1 0.00
H -2.0630 5.4260 0.9320 -0.1 0.1 0.0 0.00
H -2.4649 3.5867 -0.6501 0.0 0.1 0.0 0.00
H -1.6327 4.0555 -2.6694 0.0 0.1 0.1 0.00
H -3.1903 4.5760 -4.4745 0.0 0.1 -0.1 0.00
H -4.2982 2.7630 -5.7328 -0.1 0.1 -0.1 0.00
H -3.8274 0.4081 -5.1720 0.0 -0.1 -0.1 0.00
H -2.2356 -0.1346 -3.3606 -0.1 0.0 -0.1 0.00
F 3.8643 -6.2589 2.4463 -0.1 0.1 -0.2 0.00
C 3.1046 -5.6793 1.5350 -0.2 0.1 -0.3 0.04
C 2.5399 -4.4277 1.7852 -0.1 0.1 -0.2 -0.01
F 2.7693 -3.8062 2.9411 0.1 -0.1 -0.1 0.00
C 1.7378 -3.8187 0.8285 -0.1 0.5 0.1 0.01
F 1.2837 -2.5618 1.0749 1.0 -1.1 0.2 0.00
C 1.4187 -4.4574 -0.3694 0.2 -0.1 0.1 0.00
S 0.3155 -3.7901 -1.5765 0.1 -1.0 0.0 0.42
C 2.0337 -5.6887 -0.6231 -0.1 0.2 0.2 0.05
F 1.7927 -6.2874 -1.7812 0.0 -0.1 0.0 0.00
C 2.8709 -6.3004 0.3052 -0.1 0.3 0.1 -0.01
F 3.4286 -7.4658 0.0367 -0.1 0.0 0.0 0.00
O -1.6182 -2.2375 -1.0243 -1.5 -1.5 -1.7 0.01
N -0.6021 -2.9547 -0.5192 0.1 -0.2 0.4 0.32

---

(2)
97
Properties=species:S:1:pos:R:3:forces:R:3:mulliken_spin:R:1 method="wB97M-V/def2-TZVPD" molar_mass_g_mol=1013.57 orbital_gap_ha="0.270 / 0.241" spin_multiplicity=2 lumo_ev="-0.7 / -1.5" e_above_lowest_kcal_mol=17.33
Ru 0.5262 -0.3420 -0.1320 0.9 1.0 0.0 0.86
C -1.2893 2.3873 4.2010 -0.1 0.0 0.0 0.00
C -1.3429 1.9906 2.7432 -0.1 0.0 0.0 0.00
C -1.4431 3.1115 1.7194 0.0 -0.1 0.0 0.00
C -0.5808 2.5850 0.5944 0.0 0.1 0.0 -0.01
N 0.0275 1.5139 0.9721 -0.2 -0.2 0.1 0.02
N -0.1986 1.2585 2.3054 0.2 0.2 0.0 0.00
B 0.3067 -0.0407 2.8749 -0.3 -0.3 -0.1 -0.04
N 1.7728 -0.2714 2.4475 0.1 0.1 0.1 -0.01
N 2.0910 -0.5998 1.1755 -0.4 -0.1 0.0 -0.01
C 3.4047 -0.8395 1.1306 0.1 -0.1 0.1 0.02
C 3.9401 -0.6192 2.4030 0.0 0.0 0.0 0.01
C 2.8772 -0.2668 3.2099 0.0 0.0 0.0 0.00
C 2.8552 0.0551 4.6647 0.0 0.0 0.0 0.00
C 4.1826 -1.3206 -0.0270 0.1 0.2 0.0 -0.01
C 5.3327 -0.6129 -0.3774 0.0 0.0 -0.1 0.00
C 6.1408 -1.0572 -1.4114 0.0 0.0 0.0 0.00
C 5.8095 -2.2186 -2.0966 0.0 0.0 0.0 0.00
C 4.6803 -2.9384 -1.7342 0.0 0.0 0.0 0.00
C 3.8716 -2.5003 -0.6956 0.0 0.0 0.1 0.00
N -0.5224 -1.2584 2.3593 0.2 -0.1 0.0 0.00
N -0.4131 -1.7689 1.0931 -0.1 0.1 0.1 0.04
C -1.3018 -2.7847 1.0048 -0.2 0.0 0.2 0.01
C -1.9681 -2.8954 2.2285 0.0 -0.1 0.0 0.00
C -1.4592 -1.9167 3.0484 0.1 0.0 0.0 0.00
C -1.8532 -1.5843 4.4474 0.0 0.0 0.0 0.00
C -1.5985 -3.6660 -0.1401 0.0 0.1 -0.1 0.00
C -2.5596 -4.6700 -0.0012 -0.1 0.0 -0.1 0.00
C -2.8813 -5.4781 -1.0778 -0.1 0.0 0.0 0.00
C -2.2506 -5.3016 -2.3020 0.0 0.0 0.0 0.00
C -1.2870 -4.3170 -2.4390 0.1 0.1 -0.1 0.00
C -0.9632 -3.5073 -1.3629 -0.2 -0.1 0.4 0.00
C -0.6229 3.2149 -0.7258 0.0 -0.2 0.0 0.01
C -0.1825 2.5681 -1.8777 0.0 0.1 0.1 -0.02
C -0.2698 3.1734 -3.1170 0.0 0.0 -0.1 0.00
C -0.8090 4.4488 -3.2262 0.0 0.0 0.0 0.00
C -1.2645 5.1015 -2.0902 0.0 0.0 0.1 0.00
C -1.1831 4.4876 -0.8502 0.0 0.1 0.0 0.00
H -2.0332 3.1610 4.3945 0.0 0.0 0.0 0.00
H -1.5213 1.5269 4.8263 0.0 0.0 0.0 0.00
H -0.2975 2.7570 4.4606 0.0 0.0 0.0 0.00
H -1.1380 4.0879 2.0961 0.1 0.0 0.0 0.00
H 0.2419 -0.0264 4.0668 0.0 0.0 0.0 0.00
H 4.9686 -0.7551 2.6920 0.0 0.0 0.0 0.00
H 3.8598 -0.0383 5.0744 0.0 0.0 0.0 0.00
H 2.5026 1.0727 4.8368 0.0 0.0 0.0 0.00
H 2.1943 -0.6204 5.2071 0.0 0.0 0.0 0.00
H 5.5786 0.2970 0.1586 0.0 0.0 0.0 0.00
H 7.0270 -0.4969 -1.6842 0.0 0.0 0.0 0.00
H 6.4320 -2.5660 -2.9114 0.0 0.0 0.0 0.00
H 4.4161 -3.8400 -2.2708 0.0 0.0 0.0 0.00
H 2.9929 -3.0634 -0.4112 0.0 0.0 0.0 0.00
H -2.7332 -3.6028 2.4910 0.0 0.0 0.0 0.00
H -2.5663 -2.3248 4.8050 0.0 0.0 0.0 0.00
H -0.9954 -1.5731 5.1183 0.0 0.0 0.0 0.00
H -2.3297 -0.6039 4.4837 0.0 0.0 0.0 0.00
H -3.0675 -4.8258 0.9394 0.0 0.0 0.0 0.00
H -3.6330 -6.2511 -0.9659 0.0 0.0 0.0 0.00
H -2.5150 -5.9361 -3.1389 0.0 0.0 0.0 0.00
H -0.7806 -4.1692 -3.3847 0.0 0.0 0.0 0.00
H -0.2037 -2.7520 -1.4103 -0.1 -0.2 -0.5 0.00
H 0.2198 1.5787 -1.7819 -0.1 0.0 -0.2 0.02
H 0.0668 2.6418 -3.9986 0.0 0.0 0.0 0.00
H -0.8878 4.9268 -4.1943 0.0 0.0 0.0 0.00
H -1.7014 6.0883 -2.1714 0.0 0.0 0.0 0.00
H -1.5739 5.0011 0.0177 0.0 0.0 0.0 0.00
Br 2.8470 2.6731 0.7405 -0.1 0.0 0.0 0.00
C 2.9238 1.8511 -0.9538 -0.1 -0.2 0.1 0.02
C 3.8564 2.3860 -1.8297 -0.1 0.1 0.1 0.00
C 4.0836 1.7534 -3.0327 0.1 0.1 -0.1 0.00
C 3.4225 0.5700 -3.2919 0.0 -0.1 0.0 0.00
C 2.5209 0.1054 -2.3599 0.0 -0.1 -0.1 0.02
N 2.2059 0.7558 -1.2240 0.1 0.2 -0.2 -0.04
C 1.9205 -1.2735 -2.5238 -0.4 0.6 -0.1 -0.01
O 2.1604 -1.9386 -3.5012 0.0 -0.1 0.0 0.01
O 1.1867 -1.6191 -1.5207 0.2 -0.8 0.8 0.03
H 4.3953 3.2772 -1.5455 0.0 0.0 0.0 0.00
H 4.8079 2.1551 -3.7304 0.0 0.0 0.0 0.00
H 3.5997 -0.0319 -4.1715 0.0 0.0 0.0 0.00
O -7.4262 1.9588 -1.1572 0.0 0.0 0.0 0.00
N -6.6540 1.3785 -1.8999 -0.1 0.0 -0.1 0.00
O -6.9319 1.0184 -3.0300 0.0 0.0 0.0 0.00
C -5.3165 1.0986 -1.4027 0.0 0.0 0.1 0.00
C -4.4196 0.4486 -2.2148 -0.1 0.0 -0.1 0.00
C -3.1530 0.1805 -1.7322 0.1 0.0 0.2 -0.01
C -2.7528 0.5033 -0.3962 0.0 0.2 0.0 0.02
O -1.6692 0.1603 0.1307 0.0 -0.5 -0.3 0.07
C -3.7030 1.2861 0.3642 0.1 0.0 0.0 0.01
C -4.9562 1.5318 -0.1215 0.0 0.0 0.0 0.00
N -3.4516 1.9479 1.6345 0.0 0.0 0.0 0.00
O -2.8162 3.2169 1.4025 -0.1 0.0 0.1 0.00
O -2.5911 1.2634 2.5308 0.0 0.0 -0.1 0.00
N -2.2063 -0.4252 -2.6471 0.0 0.2 -0.1 0.00
O -2.6267 -0.8993 -3.6802 0.0 -0.1 0.0 0.00
O -1.0015 -0.3907 -2.3839 0.0 0.0 0.0 0.00
H -4.6930 0.1539 -3.2168 0.0 0.0 0.0 0.00
H -5.6591 2.0896 0.4806 0.0 0.0 0.0 0.00

---

Here are the calculated DFT total energy numbers, same order: -4865.853834; -5538.609548 (Eh).